# 1
Here is one molecule with the formula C5H7NO from OMol25. Energies are from the ωB97M-V functional and the def2-TZVPD basis.

Summary:
- Structure (SMILES): Cc1occc1N
- Molecular weight: 97.12 g/mol
- Relative energy (zero: lowest compared OMol25 entry of this formula, charge and spin): 82.3 kJ/mol
- Strongest force on any atom: 0.013 hartree/bohr
- Multiplicity: 1
- Total charge: 0
- Frontier orbital gap: 8.95 eV

Last column: Mulliken charge in e.
Geometry (Å):
H (-1.31414, -1.30151, 1.92367)  0.220
C (1.68933, -0.77854, -0.66525)  -1.270
N (-1.04988, -1.34762, 0.95376)  -0.560
O (0.54000, 1.42283, -0.73245)  -0.394
H (-2.40069, 1.17857, 0.68231)  0.400
H (-0.90483, 2.97661, -0.66802)  0.429
C (-0.66380, 1.95312, -0.38562)  -0.431
H (1.92786, -1.62114, -0.00160)  0.361
C (-1.40524, 1.05245, 0.29079)  -0.520
C (0.56909, 0.11608, -0.22592)  0.315
C (-0.61109, -0.14051, 0.39659)  0.639
H (2.56571, -0.14155, -0.71013)  0.333
H (1.51842, -1.22219, -1.65540)  0.258
H (-0.46076, -2.14660, 0.79729)  0.220

# 2
Here is one molecule with the formula C5H7NO from OMol25. Energies are from the ωB97M-V functional and the def2-TZVPD basis.

Summary:
- Structure (SMILES): C/C(=C/[O-])C1=C[NH2+]1
- Molecular weight: 97.12 g/mol
- Relative energy (zero: lowest compared OMol25 entry of this formula, charge and spin): 395.9 kJ/mol
- Strongest force on any atom: 0.010 hartree/bohr
- Multiplicity: 1
- Total charge: 0
- Frontier orbital gap: 7.86 eV

Last column: Mulliken charge in e.
Geometry (Å):
N (-1.95959, -0.06805, 0.04880)  -0.211
H (2.72413, 0.58756, -0.34141)  0.319
C (0.98365, -1.38823, 0.37305)  -1.280
H (1.84182, -1.77939, -0.18558)  0.370
H (1.23972, -1.45273, 1.43877)  0.259
O (1.48259, 2.14953, -0.68728)  -0.554
C (0.65390, 0.01425, -0.06329)  0.392
H (-2.00794, 2.21378, -0.09730)  0.197
H (-2.18291, -0.22989, 1.02950)  0.262
H (-2.37452, -0.75099, -0.57741)  0.270
C (-0.60547, 0.49138, -0.22089)  0.448
C (-1.62646, 1.30331, -0.53268)  -0.578
H (0.14727, -2.07451, 0.19645)  0.337
C (1.68379, 0.98397, -0.38073)  -0.232

# 3
Here is C5H7NO as an isolated structure from OMol25. Energies are from the ωB97M-V functional and the def2-TZVPD basis.

Summary:
- Molecular weight: 97.12 g/mol
- Relative energy (zero: lowest compared OMol25 entry of this formula, charge and spin): 484.9 kJ/mol
- Strongest force on any atom: 0.006 hartree/bohr
- Multiplicity: 1
- Total charge: 0
- Frontier orbital gap: 9.41 eV

Last column: Mulliken charge in e.
Geometry (Å):
H (-0.13076, 0.91330, 2.14351)  0.249
O (0.19911, 0.04868, -2.28437)  -0.518
H (2.47164, -0.53197, -1.76410)  0.222
H (1.45049, 0.91226, 1.20390)  0.286
H (-2.21601, -0.10120, 0.94795)  0.401
C (0.46536, 0.47182, 1.34948)  -0.677
N (0.28908, -0.95337, 1.16228)  -0.609
H (-2.09092, -0.75365, -0.69949)  0.299
C (1.85536, 0.32971, -1.49823)  -0.625
H (1.14979, -1.39438, 0.84611)  0.280
C (-1.73678, 0.03196, -0.02552)  -1.355
C (-0.24126, -0.03709, 0.14069)  1.214
H (-2.03394, 1.00022, -0.44024)  0.303
C (0.56883, 0.06371, -1.08198)  0.529

Number 1: highest occupied orbital energy -7.93 eV. Number 2: highest occupied orbital energy -7.49 eV. Number 3: highest occupied orbital energy -9.08 eV.